C37H90Br3CoF3N5O7 | wB97M-V/def2-TZVPD

XYZ file:
```
146
Properties=species:S:1:pos:R:3
Co 8.012 19.590 -19.109
C 6.095 20.079 -16.404
O 5.166 19.316 -17.208
O 7.390 19.974 -17.034
C 5.543 21.574 -16.134
F 5.129 22.225 -17.191
F 4.473 21.533 -15.347
F 6.462 22.327 -15.484
C 3.836 19.034 -16.714
C 3.476 17.932 -17.727
H 4.201 17.119 -17.763
H 2.450 17.566 -17.685
H 3.486 18.492 -18.662
H 3.324 19.952 -17.005
H 3.822 18.780 -15.654
H 6.024 19.542 -15.458
C 2.049 23.838 -13.506
Br 0.216 23.604 -14.326
Br 2.322 22.630 -11.887
Br 2.014 25.775 -13.057
H 2.873 23.488 -14.127
C 4.298 10.937 -20.462
C 3.350 11.843 -19.719
C 2.893 11.332 -18.346
C 2.754 12.416 -17.226
C 1.621 13.323 -17.607
C 1.502 14.642 -16.808
H 4.265 11.181 -21.524
H 3.980 9.902 -20.340
H 5.320 11.006 -20.087
H 3.855 12.806 -19.641
H 2.408 11.955 -20.256
H 3.651 10.631 -17.998
H 1.952 10.782 -18.385
H 2.543 12.016 -16.235
H 3.703 12.948 -17.149
H 1.699 13.645 -18.645
H 0.625 12.900 -17.476
H 2.374 15.240 -17.074
H 0.692 15.204 -17.272
H 1.213 14.385 -15.789
C 0.598 17.347 -10.580
C 1.268 17.153 -12.019
C 2.765 16.891 -11.974
C 3.297 16.243 -13.265
C 4.829 15.761 -13.233
C 5.748 16.816 -13.667
H -0.384 17.815 -10.653
H 1.171 18.101 -10.041
H 0.596 16.490 -9.906
H 0.576 16.398 -12.394
H 1.080 18.068 -12.580
H 2.929 16.147 -11.195
H 3.412 17.758 -11.840
H 2.627 15.417 -13.506
H 3.272 16.930 -14.112
H 5.097 15.342 -12.263
H 4.904 14.929 -13.933
H 5.418 17.467 -14.476
H 5.926 17.581 -12.910
H 6.811 16.661 -13.852
C 7.347 15.379 -18.572
C 7.924 16.809 -18.377
C 9.368 17.101 -18.795
O 9.633 18.479 -18.412
C 10.991 18.785 -18.401
N 6.974 17.717 -19.110
H 7.331 14.944 -19.571
H 6.366 15.375 -18.098
H 7.952 14.723 -17.946
H 7.749 17.121 -17.348
H 9.438 17.113 -19.883
H 10.111 16.447 -18.337
H 11.168 19.551 -17.646
H 11.368 19.136 -19.362
H 11.659 17.940 -18.233
H 6.660 17.146 -19.881
H 6.174 17.856 -18.510
C 6.412 16.706 -22.215
C 5.024 15.955 -21.925
C 4.942 14.439 -22.432
O 3.649 13.971 -22.244
C 2.703 14.361 -23.330
N 4.771 16.108 -20.486
H 7.269 16.160 -21.822
H 6.463 17.706 -21.783
H 6.467 16.957 -23.275
H 4.282 16.545 -22.462
H 5.488 13.678 -21.874
H 5.388 14.214 -23.401
H 1.718 13.973 -23.073
H 2.994 14.016 -24.322
H 2.528 15.437 -23.318
H 5.062 15.190 -20.182
H 3.772 16.052 -20.345
C -0.422 16.578 -21.362
C -0.477 17.464 -20.064
C -1.212 16.812 -18.815
O -2.548 17.391 -18.718
C -2.951 17.644 -17.396
N 0.899 17.903 -19.781
H 0.547 16.225 -21.715
H -0.956 17.006 -22.210
H -0.857 15.614 -21.100
H -1.027 18.368 -20.324
H -0.683 17.079 -17.900
H -1.215 15.724 -18.758
H -3.739 18.384 -17.253
H -2.069 18.055 -16.906
H -3.223 16.719 -16.888
H 0.855 18.473 -18.949
H 1.057 18.579 -20.515
C 11.538 22.924 -14.196
C 10.714 21.587 -14.614
C 9.300 21.637 -14.123
O 9.306 21.557 -12.703
C 8.045 21.501 -11.991
N 10.647 21.677 -16.075
H 12.553 22.703 -14.528
H 11.603 23.073 -13.118
H 11.270 23.830 -14.739
H 11.169 20.662 -14.260
H 8.792 20.726 -14.439
H 8.745 22.533 -14.401
H 7.687 22.530 -12.021
H 8.334 21.247 -10.971
H 7.355 20.813 -12.479
H 9.657 21.606 -16.263
H 10.788 22.606 -16.445
C 8.936 23.849 -19.585
C 8.163 22.579 -19.095
C 6.931 22.236 -19.872
O 6.431 20.895 -19.734
C 5.104 20.793 -20.334
N 9.037 21.452 -19.250
H 9.257 23.636 -20.604
H 9.743 24.156 -18.921
H 8.256 24.674 -19.800
H 7.684 22.779 -18.137
H 7.061 22.218 -20.954
H 6.141 22.984 -19.809
H 4.377 21.583 -20.147
H 4.723 19.834 -19.983
H 5.164 20.649 -21.413
H 9.758 21.492 -18.543
H 9.395 21.530 -20.191
```

Its orbital gap (spin up / spin down) is 8.678 / 8.066 eV. As for the multiplicity: 4. As for the lowest unoccupied orbital energy (spin up / spin down): -2.51 / -3.13 eV. Its charge is +1. The calculation puts the HOMO energy (spin up / spin down) at -11.19 / -11.19 eV. The value obtained for the total energy is -11668.15244 hartree. As for the expectation value of S²: 3.76.

Results of the Löwdin charge analysis, in e, for atoms 1 through 2: 0.8682, -0.3034